[1]
# C23H23N3O3

C23H23N3O3 in the gas phase (ωB97M-V/def2-TZVPD, OMol25).

```
52
Properties=species:S:1:pos:R:3:forces:R:3
O 1.15172 3.60019 -1.73065 0.0 0.0 0.0
O 3.28320 -2.02488 -1.41134 -0.1 0.3 0.3
O 3.16366 -2.02365 -3.71052 -0.2 0.4 -0.3
N -0.07709 -2.98124 1.13850 -0.3 0.2 -0.1
N 0.98874 -2.68087 1.87101 0.7 -0.4 0.2
N -0.23316 1.39148 2.07302 -0.1 0.0 0.0
C -0.62151 2.64870 2.67990 0.2 0.1 0.2
C -4.13948 -3.49376 -0.26811 -0.1 -0.1 -0.1
C 1.11827 2.49690 0.38611 -0.4 0.4 -0.1
C 2.69774 -0.83369 -3.23534 0.0 0.2 0.6
C 3.54267 -2.77604 -2.57535 0.5 -1.1 0.0
C -2.26947 -2.13470 0.41584 -0.3 -0.1 -0.2
C -2.94974 -3.35235 0.42070 0.1 0.1 0.0
C 2.36497 0.24215 -1.08733 0.1 -0.2 -0.1
C -3.99353 -1.21497 -0.99248 -0.1 0.1 0.0
C 1.81158 1.34489 -3.17560 -0.1 0.1 0.2
C -1.12174 0.28882 2.40226 -0.1 -0.1 0.0
C 0.48988 3.67713 2.48214 -0.2 0.0 -0.1
C 1.86796 1.35815 -1.78244 0.1 -0.1 -0.6
C -0.06542 1.55554 0.64533 0.4 -0.1 0.0
C 0.73836 -1.49759 2.39121 -0.3 -0.1 -0.2
C 1.37576 2.58655 -1.10463 0.0 0.0 0.2
C 2.76791 -0.83094 -1.83787 -0.1 0.1 -0.6
C -1.01702 -1.99975 1.14786 0.4 0.3 0.4
C 2.22071 0.25329 -3.92953 0.2 -0.4 0.0
C -2.80265 -1.06869 -0.30574 0.1 -0.1 0.1
C -0.51281 -1.00607 1.97616 -0.3 -0.3 -0.3
C 0.79893 3.85865 0.99999 0.2 -0.2 0.1
C -4.66659 -2.42515 -0.97425 -0.1 0.0 0.0
H -4.39597 -0.38133 -1.54898 0.0 0.1 0.0
H 1.43030 2.22600 -3.66885 0.0 0.1 0.0
H 1.64222 4.53728 0.86383 -0.1 0.1 -0.1
H 4.61719 -3.01232 -2.63360 -0.2 0.1 0.0
H 0.18922 4.62741 2.92600 0.0 0.0 0.0
H -0.97099 1.98339 0.17262 0.0 0.0 0.0
H 2.44917 0.20566 -0.01526 0.0 0.0 0.2
H -2.55308 -4.18366 0.98646 0.0 -0.1 0.1
H -4.65970 -4.44026 -0.25128 0.0 -0.1 0.0
H -2.12498 0.40503 1.95515 0.1 0.0 0.1
H 1.99761 2.08053 0.88419 0.0 -0.1 0.0
H -0.10804 -3.84385 0.61887 0.1 0.1 0.0
H 0.12325 0.57631 0.20048 -0.1 0.1 0.0
H -5.59739 -2.53604 -1.51001 -0.1 0.0 0.0
H 2.17095 0.25216 -5.00519 0.0 0.0 -0.1
H -1.23984 0.28204 3.49146 -0.1 0.1 -0.1
H -0.78343 2.48231 3.74805 -0.1 0.0 0.0
H 1.38493 3.32496 2.99798 0.0 0.0 0.1
H -2.26976 -0.13114 -0.34375 0.1 0.1 0.0
H -1.56424 3.03261 2.24619 0.0 0.0 0.0
H 1.44464 -1.02182 3.04054 0.2 0.1 0.2
H -0.06058 4.29122 0.48400 0.0 0.0 0.0
H 2.96665 -3.71459 -2.54777 0.1 0.3 0.0
```
Positions in Å, forces in eV/Å.

SMILES string: O=C(c1ccc2c(c1)OCO2)[C@H]1CCCN(Cc2cn[nH]c2-c2ccccc2)C1
energy above the lowest of the compared OMol25 structures with the same formula, charge and spin: 2.014 eV
E_LUMO: 0.569 eV


[2]
# C24H15F6N5O4S3Tl

A molecular structure, C24H15F6N5O4S3Tl (ωB97M-V/def2-TZVPD, OMol25).

```
58
Properties=species:S:1:pos:R:3:forces:R:3
Tl -0.98228 -0.71531 0.07123 -0.4 0.1 -1.1
S 2.98322 -0.29928 0.38257 -0.1 0.3 -0.1
S 4.93268 -0.10506 -1.50101 -0.2 -0.1 0.1
S 1.32148 -3.48059 -2.83384 0.1 0.0 0.0
F 6.27693 1.48240 0.16322 0.1 0.0 0.2
F 2.16207 -2.55152 1.44912 0.0 -0.1 0.1
F 4.29310 -2.28191 1.56808 0.2 -0.1 0.0
F 6.41142 2.03249 -1.90998 0.1 0.1 -0.1
F 4.60849 2.45470 -0.80716 -0.1 0.1 0.0
F 3.37967 -2.84939 -0.30903 0.0 -0.1 -0.1
O 1.55030 -0.13889 0.49661 0.3 0.0 0.0
O 5.07547 -0.07124 -2.92425 -0.2 0.0 -0.1
O 5.68646 -1.05847 -0.73370 0.0 0.1 -0.1
O 3.80088 0.39784 1.33707 -0.1 -0.1 -0.1
N 0.19547 0.25756 -2.02582 -0.1 0.1 0.0
N 3.37420 -0.08979 -1.13420 0.4 -0.1 0.2
N -0.82019 1.24277 1.62662 0.2 -0.1 0.3
N -1.45489 2.26204 1.12577 -0.2 0.0 -0.3
N -0.09028 -1.03214 3.01661 0.2 0.6 0.0
C 0.68266 1.48496 5.48025 0.0 0.2 0.0
C 0.59283 0.21058 3.35500 -0.1 0.1 0.1
C -0.73216 -1.74253 2.36758 -0.2 -0.5 0.3
C 0.74788 -0.73511 -2.72168 -0.1 -0.1 0.1
C -0.07956 -2.39710 -0.98400 0.1 0.2 0.5
C 5.58842 1.56967 -0.96386 -0.1 -0.1 -0.1
C -4.10642 1.58920 -2.07466 0.0 -0.1 0.0
C 3.23939 -2.11487 0.78360 -0.1 0.2 0.0
C 0.92139 1.83035 -3.65325 0.0 0.0 0.0
C 1.40616 -0.49585 -3.92281 0.1 -0.1 0.0
C 0.72996 -4.48550 -1.58665 0.0 -0.1 -0.1
C 0.27226 1.50508 -2.47659 0.0 0.0 0.1
C -2.54271 0.67999 -0.46680 0.3 0.0 0.3
C -3.42020 0.50854 -1.52826 0.0 0.0 0.0
C -0.23428 2.60761 3.53838 0.0 -0.1 -0.2
C 0.81246 0.32380 4.84271 -0.1 -0.1 -0.1
C -2.96760 3.04695 -0.52632 -0.1 0.1 -0.1
C 0.60303 -2.08008 -2.12367 0.0 0.0 -0.2
C -3.86134 2.86163 -1.56712 0.1 0.0 0.1
C 0.20846 2.68784 4.80385 0.1 -0.1 0.1
C 1.49958 0.80259 -4.38506 0.0 0.0 0.0
C 0.00010 -3.78476 -0.67737 -0.1 0.1 0.1
C -0.20086 1.37981 2.78034 0.0 -0.1 0.0
C -2.29425 1.95803 0.04986 -0.1 0.1 0.1
H 0.97796 2.86068 -3.97714 0.0 0.0 0.0
H 0.96400 -5.54027 -1.58430 0.0 0.1 0.0
H 0.16011 3.62412 5.34475 0.0 0.0 0.0
H 1.85816 -1.31492 -4.46814 0.0 0.0 0.0
H 1.14671 -0.57345 5.35071 0.0 0.0 0.0
H -4.81095 1.44015 -2.88435 0.0 0.0 0.0
H -0.19790 2.26596 -1.86109 0.0 0.0 0.0
H -4.37384 3.71826 -1.99116 0.0 0.0 0.0
H 1.56797 0.12932 2.86283 0.0 -0.1 0.0
H -3.58625 -0.48026 -1.94351 0.0 0.0 0.0
H -0.45155 -4.23508 0.19755 0.0 0.0 0.0
H 0.91319 1.53433 6.53909 0.0 0.0 0.0
H -0.67481 3.45784 3.03714 0.0 0.0 0.0
H -2.76401 4.03610 -0.13068 0.0 0.0 0.0
H 2.02409 1.01390 -5.30884 0.0 0.0 0.0
```
Positions in Å, forces in eV/Å.

energy above the lowest of the compared OMol25 structures with the same formula, charge and spin: 2.279 eV
charge: -1
E_LUMO (alpha / beta): 2.266 / 2.266 eV


[3]
# C40H58F15INO10PS

4 unconnected molecules or ions with the total composition C40H58F15INO10PS (ωB97M-V/def2-TZVPD, OMol25).

```
127
Properties=species:S:1:pos:R:3:forces:R:3
I -3.02624 -3.57351 3.31385 0.4 0.6 -0.5
S 0.78705 -4.06369 -1.81652 -2.2 -5.2 -8.5
P 2.38941 -0.93557 -1.18354 4.4 1.0 0.2
F -7.85909 5.37256 -2.36588 0.8 0.9 -0.3
F -7.75765 6.55116 -4.19831 0.7 0.1 1.0
F 0.29781 4.92800 1.00013 -4.3 -2.4 -0.2
F -8.21706 7.52114 -2.29984 1.3 -0.8 -0.4
F -1.00840 3.60472 -0.50422 0.4 1.8 4.2
F 2.03964 -1.81663 2.82656 -0.7 1.7 -3.7
F -2.17634 4.74124 1.25427 4.7 -1.9 -1.0
F -0.27298 8.67374 7.82605 -0.1 -0.3 -1.5
F -7.52213 -5.49398 -1.77918 0.6 0.9 -0.6
F -6.83177 -5.59106 -3.84587 0.1 1.0 0.9
F -1.03929 9.95062 6.23506 0.5 -1.2 -0.1
F 2.62281 -7.00950 -0.98862 -0.6 2.7 1.7
F 3.10771 -0.23619 1.45200 -3.4 -2.5 -0.1
F -5.39312 -5.34472 -2.22768 -1.2 1.0 -0.4
F 1.02602 9.25220 6.17254 -1.0 -0.7 -0.1
O 3.94722 -1.17751 -1.22091 -4.4 0.0 0.0
O 0.17980 -5.47677 -2.18678 1.8 5.1 2.8
O -5.22314 5.67094 -2.94044 -1.5 1.3 0.1
O -5.43106 7.86316 -2.29633 -1.7 -2.3 -0.8
O -6.02960 -2.61094 -2.24002 -1.4 -2.3 -1.0
O -0.73508 6.48661 6.12848 0.3 2.9 -0.6
O -0.41229 -3.15935 -1.14224 3.1 -0.6 0.2
O -7.87869 -3.11036 -3.50312 1.3 -1.0 1.1
O -0.95750 7.96404 4.38731 0.7 0.1 1.8
O 1.12351 -3.46323 -3.23955 -0.4 -0.4 5.9
N -2.09372 -1.30421 -1.56706 0.6 1.7 0.4
C 5.01714 -4.64941 -1.05748 0.0 -1.0 -0.9
C 0.44398 1.56927 1.27720 -1.8 -0.6 2.7
C -3.79597 5.77641 -2.81509 0.8 0.0 0.2
C -6.62710 -4.95496 -2.65620 0.5 -2.7 0.1
C -3.25746 -3.73604 0.23892 -0.7 0.6 0.5
C 2.32208 -5.89882 -0.05933 -0.7 -0.7 1.1
C -7.43271 6.56516 -2.87354 -2.7 -0.3 -0.2
C -0.24659 8.86666 6.47685 0.6 2.1 1.6
C 3.57988 -4.40118 -1.80705 0.3 0.2 -1.3
C 1.00756 -6.33572 0.79695 0.2 -1.0 1.0
C 6.20132 -3.98959 -1.98972 -0.4 -0.6 -0.4
C -0.09042 -2.21961 -0.07474 -2.3 1.5 2.0
C -0.67724 7.63110 5.68770 -0.7 -2.8 -1.4
C -0.89185 4.04807 0.93547 0.1 -1.3 -1.2
C 7.61660 -1.70401 0.61290 0.2 -1.4 -0.1
C -5.94000 6.80332 -2.65019 3.1 0.9 0.4
C 8.22068 1.22878 0.08439 0.6 1.1 0.2
C -3.03675 -0.12206 -1.60350 -0.4 0.9 0.6
C 8.97426 -1.12629 1.32768 -0.4 0.5 1.2
C -2.80415 6.55301 3.68710 -0.2 0.0 0.3
C -0.69466 2.66479 1.80917 0.1 -2.8 2.0
C -6.77070 -3.43756 -2.76439 -0.2 3.2 0.1
C -7.31679 -1.10937 -4.75681 0.3 -0.1 -0.1
C 9.23271 0.48120 1.13543 0.5 0.7 -0.7
C -0.81476 -2.92617 1.26076 0.2 -1.0 -0.5
C 2.27633 -4.40066 -0.75475 2.5 -0.2 0.2
C -2.43610 -2.75588 1.31762 0.0 -0.9 -0.6
C -0.22006 -0.11482 3.39779 -0.6 2.3 -1.5
C 1.47399 -1.91276 0.23955 1.5 -1.1 0.1
C -1.33148 6.87909 3.52321 -0.3 -0.5 -0.5
C 2.39516 -3.29511 0.43923 0.3 -0.3 1.3
C 7.59660 -3.80337 -1.14937 -0.6 0.4 -1.2
C -3.37477 5.59205 -1.36922 -0.2 0.1 0.2
C -1.64010 2.36784 3.15196 3.6 -2.9 -1.8
C 0.71918 0.10795 2.03012 -3.7 3.7 2.0
C -0.97721 -0.88951 -0.58472 0.0 0.5 -0.2
C -1.34125 0.95453 3.93547 1.6 1.1 -3.2
C 7.87833 -2.19796 -0.95980 0.8 0.2 0.8
C -8.15446 -1.70740 -3.64208 -0.1 0.8 -0.2
C 1.80992 -1.01048 1.56664 0.4 1.8 2.7
H -3.43551 6.72681 -3.22357 -0.3 -0.1 0.1
H 0.80571 -5.61931 1.73049 0.5 -1.4 -2.2
H 8.44830 2.39545 0.17257 -0.5 -2.4 -0.2
H -0.10825 -1.11955 4.03268 -0.2 2.5 -1.6
H 3.23280 -5.85922 0.71186 -1.8 0.0 -1.9
H 5.05186 -4.34575 0.07161 0.0 -0.1 -2.2
H -0.70048 6.00126 3.70020 -0.1 0.2 0.2
H 1.26156 -7.39224 1.29291 -0.4 2.3 -1.1
H -1.45696 -0.30629 0.33938 1.1 -1.5 -2.1
H -3.36360 4.97813 -3.42700 -0.4 0.1 0.0
H 1.72126 -1.06433 -2.46309 0.1 -0.3 1.1
H -7.58137 -0.06035 -4.91966 0.0 -0.2 0.1
H 8.47860 0.94348 -1.02923 -0.8 0.3 2.3
H -6.24918 -1.16548 -4.52248 -0.2 0.1 0.1
H -2.46056 3.14206 3.49052 1.9 -1.8 -0.7
H -0.30690 -2.65268 2.27037 -0.9 -0.2 -1.9
H -7.46715 -1.66155 -5.69018 -0.1 0.1 0.1
H -4.01795 -4.42708 0.81801 1.6 1.5 -1.2
H 2.09653 -3.88960 1.43096 0.3 1.7 -2.1
H -3.43857 0.12868 -0.50843 0.9 -0.7 -2.3
H -1.99865 0.71082 4.89980 1.8 0.5 -2.4
H 3.60870 -3.41040 -2.47266 -0.1 -2.0 1.9
H -2.54870 -4.44165 -0.36835 -1.3 1.7 1.0
H -9.21630 -1.61577 -3.89256 0.2 -0.4 0.1
H -2.28429 5.59149 -1.28080 -0.2 0.0 -0.1
H 8.46689 -4.27130 -1.78092 -1.6 0.9 1.3
H -2.83897 -1.65878 1.33561 1.0 -2.2 -0.1
H 6.38520 -4.72870 -2.90806 -0.5 1.5 2.0
H 9.01989 -2.01170 -1.18296 -2.2 -0.3 0.4
H -3.41643 7.44668 3.52846 0.1 -0.1 -0.1
H 3.48491 -5.26873 -2.62309 -0.3 1.8 2.1
H 10.33401 0.62651 0.69990 -2.4 -0.2 1.0
H -3.97681 -0.31775 -2.27379 2.0 0.3 1.1
H -3.11160 5.78222 2.97412 0.1 0.2 0.2
H 5.80825 -2.98318 -2.48243 0.9 -2.0 1.3
H -3.89453 -2.99718 -0.41677 1.5 -1.8 0.9
H -0.34123 -0.10128 -1.16131 -0.5 -1.3 1.2
H -0.61509 -4.09338 1.10248 -0.5 2.5 0.4
H -2.42758 0.82570 -1.94449 -1.5 -1.4 0.4
H 7.48895 -4.41026 -0.15424 0.4 1.4 -1.7
H -3.01948 6.19538 4.69882 0.1 0.0 -0.1
H -3.77366 6.39105 -0.73649 0.1 0.0 -0.1
H 8.84034 -1.30622 2.49607 0.3 0.3 -2.4
H 9.21260 1.09227 2.15125 -0.1 -1.5 -2.0
H 1.05170 1.88554 0.33150 -1.3 -0.7 2.0
H 2.23056 0.48500 -0.83606 -0.5 -1.3 -0.3
H 9.96136 -1.69271 1.02443 -2.2 0.9 0.4
H -1.14187 7.21048 2.49712 0.1 0.2 0.3
H 6.67400 -1.00816 0.70810 2.1 -1.2 -0.2
H 7.27222 -1.53975 -1.72255 1.1 -1.5 1.5
H -1.68198 -1.36067 -2.54680 -0.5 -0.2 1.8
H 7.07977 1.10759 0.34543 2.4 0.0 -0.7
H -8.00052 -1.18155 -2.69348 0.1 -0.3 -0.1
H 3.50880 -2.92305 0.65735 -2.4 -0.9 -1.0
H 5.20620 -5.82802 -1.08157 -0.5 2.5 0.3
H 7.33475 -2.70473 1.19565 0.6 2.2 -1.1
H -3.76276 4.64827 -0.97243 0.2 0.1 -0.2
H 0.02221 -6.49998 0.19351 2.1 0.6 0.8
```
Positions in Å, forces in eV/Å.

SMILES string: CCCCCCCCC[C@@]1([C@@H](C)F)C[C@]([PH2]=O)(C(F)(F)c2cccc(C(F)(F)F)c2)[C@](CNC)(C[C@@H](C)I)OS1(=O)=O.CCOC(=O)C(F)(F)F.CCOC(=O)C(F)(F)F.CCOC(=O)C(F)(F)F
E_LUMO: -1.590 eV


[4]
# C4H11ClIIrMo

A molecular structure, C4H11ClIIrMo (ωB97M-V/def2-TZVPD, OMol25).

```
19
Properties=species:S:1:pos:R:3:forces:R:3
Ir 0.01661 -0.10746 2.00136 1.9 -1.0 0.0
I 0.17356 1.62759 3.90366 1.0 0.4 0.7
Mo 0.47994 0.21990 -0.94742 -0.8 0.0 2.1
Cl -0.33555 1.79859 0.56756 -0.3 1.5 -1.3
C -1.87955 -0.28862 2.52434 -3.2 -0.7 1.2
C 2.36024 0.69552 -1.43241 1.6 0.4 -0.6
C -0.72072 0.01143 -2.52404 -0.9 -0.1 -2.1
C 0.33300 -1.35703 0.29256 2.3 0.5 0.9
H 2.68608 1.64468 -0.99458 0.0 0.0 0.0
H -0.15894 0.19423 -3.45375 -0.2 -0.1 0.0
H 3.05697 -0.07774 -1.09358 0.0 -0.1 0.0
H -0.45928 -2.07653 0.30524 -0.4 -0.5 0.0
H -1.57116 0.70438 -2.51870 0.1 0.0 0.1
H -1.85173 -0.79346 3.51810 -0.4 0.3 -0.5
H -2.37496 0.70202 2.61838 0.1 -0.8 -0.1
H -2.45471 -0.93692 1.82136 0.3 0.4 0.3
H 1.37918 -1.73810 0.51779 -1.1 -0.1 -0.5
H -1.13255 -1.00379 -2.58363 0.1 0.0 0.0
H 2.45356 0.78130 -2.52223 0.1 0.0 0.0
```
Positions in Å, forces in eV/Å.

E_LUMO (alpha / beta): -0.233 / -2.624 eV
<S²>: 12.03
2S+1: 7


Number 1: DFT total energy -34836.613 eV. Number 2: DFT total energy -94273.349 eV. Number 3: DFT total energy -133352.072 eV. Number 4: DFT total energy -29637.242 eV.